Here is a single C10H14O2 molecule from the OMol25 dataset. Energies are from wB97M-V/def2-TZVPD.

Geometry as ORCA input:
```
! wB97M-V def2-TZVPD RIJCOSX def2/J DEFGRID3
* xyz 0 1
C -3.15321 -0.49046 -1.00839
C -2.20094 0.61958 -0.75528
O -1.79045 1.24270 -1.68723
C -1.89000 0.78441 0.75170
C -0.69793 1.18218 1.25655
C 0.63088 1.30075 0.47582
C 1.26556 -0.09551 0.24378
C 2.69522 0.12981 -0.23993
C 1.48213 -0.90131 1.61277
C 0.51373 -1.03848 -0.65541
C 0.66536 -0.96956 -1.96859
O 0.81067 -0.98391 -3.13318
H -3.81561 -0.77591 -0.18654
H -2.54692 -1.25984 -1.45504
H -3.84356 -0.19787 -1.89610
H -2.75961 0.56293 1.46295
H -0.62138 1.32360 2.35290
H 0.35116 1.70498 -0.57970
H 1.21790 2.05255 0.89514
H 2.58100 0.88945 -1.11234
H 3.37020 -0.74161 -0.55025
H 3.24783 0.73037 0.48101
H 2.17312 -1.74626 1.46818
H 0.62281 -1.41963 2.00082
H 1.82777 -0.22828 2.32640
H -0.13574 -1.67468 -0.10004
*
```

Energy: -539.825249 Ha
Maximum force: 4.6 eV Å⁻¹
HOMO energy: -0.3269 hartree
Orbital gap: 9.4 eV